{
  "formula": "C2H6N2O",
  "method": "wB97M-V/def2-TZVPD",
  "homo_ev": -10.0,
  "spin_multiplicity": 1,
  "lumo_ha": 0.0307,
  "smiles": "CNC(N)=O",
  "orbital_gap_ha": 0.3991,
  "symbols": ["C", "N", "C", "N", "O", "H", "H", "H", "H", "H", "H"],
  "xyz": [[-1.67135, 0.24504, 0.07928], [-0.35307, -0.36490, -0.49036], [0.83214, 0.35802, -0.11898], [1.97299, -0.41253, 0.09318], [0.94748, 1.55933, -0.15716], [-2.06132, -0.22539, 1.04000], [-1.51518, 1.29578, 0.29944], [-2.48422, 0.12919, -0.62742], [-0.45357, -1.32474, -0.08830], [1.94037, -1.39785, -0.05064], [2.84573, 0.13804, 0.02097]],
  "lowdin_charge": [-0.0758, 0.0058, -0.6229, 0.1290, 0.0459, 0.0883, 0.0618, 0.0581, 0.1141, 0.0757, 0.1201]
}

{
  "formula": "C3H4INO",
  "method": "wB97M-V/def2-TZVPD",
  "homo_ev": -9.8,
  "spin_multiplicity": 1,
  "lumo_ha": 0.0124,
  "smiles": "I[C@@H]1CN=CO1",
  "orbital_gap_ha": 0.3709,
  "symbols": ["I", "C", "C", "N", "C", "O", "H", "H", "H", "H"],
  "xyz": [[2.68657, -0.30462, -0.02682], [0.65968, -0.18576, 0.70638], [-0.32151, -0.90022, -0.24093], [-0.96330, 0.17925, -0.98462], [-0.65418, 1.26388, -0.45503], [0.19171, 1.30898, 0.62940], [0.82495, -0.46382, 1.79666], [-0.00047, -1.58987, -0.96551], [-1.19663, -1.40534, 0.33109], [-1.22682, 2.09753, -0.79063]],
  "lowdin_charge": [0.7925, -0.6190, -0.2715, 0.0476, -0.2669, -0.1181, 0.0866, 0.0742, 0.1487, 0.1261]
}

{
  "formula": "C34H23ClN8O4Tl",
  "method": "wB97M-V/def2-TZVPD",
  "homo_ev": [-11.8, -11.8],
  "spin_multiplicity": 1,
  "lumo_ha": [-0.2219, -0.2216],
  "charge": 1,
  "orbital_gap_ha": [0.2132, 0.2135],
  "symbols": ["Tl", "C", "C", "C", "C", "C", "H", "H", "H", "H", "H", "C", "C", "N", "C", "C", "N", "C", "C", "C", "C", "C", "N", "C", "C", "N", "C", "C", "N", "C", "C", "C", "N", "C", "C", "H", "H", "H", "H", "H", "H", "H", "H", "H", "H", "H", "H", "O", "C", "O", "C", "C", "Cl", "N", "N", "C", "C", "O", "O", "C", "C", "C", "C", "C", "C", "H", "H", "H", "H", "H", "H"],
  "xyz": [[-0.28840, -0.85070, 0.71113], [-0.25409, -3.55152, 1.74680], [-1.51033, -3.98755, 2.06913], [-2.14073, -4.34908, 0.85363], [-1.27333, -4.10921, -0.26614], [-0.10826, -3.63482, 0.22864], [0.56894, -3.36441, 2.42030], [-1.93643, -4.07762, 3.05744], [-3.13185, -4.78353, 0.77938], [-1.51457, -4.29041, -1.30348], [0.80303, -3.42370, -0.31640], [-2.65933, 2.56097, -1.37278], [-2.31465, 1.62371, -0.41316], [-1.04791, 1.44323, -0.05041], [-0.11362, 2.20459, -0.62365], [-0.46995, 3.11156, -1.61654], [-1.73265, 3.28733, -1.98620], [1.27872, 2.07380, -0.12714], [2.20176, 3.09648, -0.28304], [3.46908, 2.95989, 0.26650], [3.75172, 1.78631, 0.95680], [2.77609, 0.80384, 1.05921], [1.56391, 0.95729, 0.52665], [3.04667, -0.40950, 1.87531], [4.32915, -0.93935, 2.02543], [4.59258, -1.87795, 2.92644], [3.58421, -2.31885, 3.67224], [2.28582, -1.88821, 3.43741], [2.02514, -0.93983, 2.54228], [4.46999, 4.04930, 0.15758], [5.27297, 4.38417, 1.24149], [6.17332, 5.43152, 1.10559], [6.31017, 6.12906, -0.02092], [5.55151, 5.79416, -1.06272], [4.61822, 4.76699, -1.02174], [-3.69148, 2.72852, -1.65724], [-3.06142, 1.02195, 0.08148], [0.26819, 3.70369, -2.14238], [1.92291, 4.02097, -0.77048], [4.71546, 1.64158, 1.42697], [5.15432, -0.62257, 1.39666], [3.81495, -3.03354, 4.45528], [1.44510, -2.29123, 3.99553], [5.19122, 3.85020, 2.18133], [6.81147, 5.72412, 1.93292], [5.69645, 6.37225, -1.96947], [4.05058, 4.51130, -1.90969], [-1.13435, -2.68454, -5.22598], [-2.32766, -2.66598, -4.67596], [-3.31479, -3.07737, -5.22765], [-2.42875, -2.10735, -3.28311], [-3.61429, -2.01214, -2.57378], [-5.19042, -2.45374, -2.99511], [-3.32831, -1.50108, -1.34840], [-2.00348, -1.27507, -1.23435], [-1.45059, -1.62474, -2.37783], [0.05694, -1.47014, -2.50115], [0.57772, -1.74447, -3.58494], [0.66448, -1.07532, -1.45343], [-4.20531, -1.20413, -0.25498], [-3.86863, -1.65961, 1.01128], [-4.68645, -1.35459, 2.08954], [-5.83127, -0.59421, 1.89554], [-6.14974, -0.12641, 0.62743], [-5.33659, -0.42736, -0.45589], [-0.43123, -2.30182, -4.62985], [-2.97734, -2.26835, 1.13663], [-4.43835, -1.73013, 3.07535], [-6.47679, -0.36164, 2.73291], [-7.03596, 0.47828, 0.48444], [-5.56349, -0.05327, -1.44668]],
  "lowdin_charge": [1.1562, -0.1003, -0.1195, -0.0029, -0.0859, -0.1196, 0.0654, 0.1205, 0.1337, 0.1256, 0.1125, -0.0730, -0.0886, 0.0586, -0.1783, -0.0362, 0.1216, -0.1846, 0.0717, -0.1158, 0.0705, -0.1758, 0.1060, -0.1980, -0.0497, 0.1098, -0.0864, -0.1176, 0.0831, -0.1783, -0.0096, -0.1190, 0.0745, -0.1183, -0.0096, 0.1214, 0.0989, 0.1258, 0.1263, 0.1265, 0.1286, 0.1193, 0.1129, 0.1158, 0.1135, 0.1140, 0.1185, 0.1414, -0.5080, 0.0882, -0.0337, -0.5705, 0.8583, -0.0534, 0.0620, -0.1349, -0.5495, 0.0765, -0.1314, -0.2297, -0.0367, -0.0513, -0.0606, -0.0508, -0.0435, 0.0495, 0.0571, 0.1143, 0.1141, 0.1165, 0.1119]
}

{
  "formula": "H26O13",
  "method": "wB97M-V/def2-TZVPD",
  "homo_ev": -10.0,
  "spin_multiplicity": 1,
  "lumo_ha": 0.0010,
  "orbital_gap_ha": 0.3698,
  "symbols": ["H", "H", "H", "H", "H", "H", "H", "H", "H", "H", "H", "H", "H", "H", "H", "H", "H", "H", "H", "H", "H", "H", "H", "H", "H", "H", "O", "O", "O", "O", "O", "O", "O", "O", "O", "O", "O", "O", "O"],
  "xyz": [[-0.40727, -0.71779, -0.52588], [0.62187, 0.14340, -1.33735], [-1.83873, 1.93554, -0.08284], [-2.08424, 1.74378, -1.62583], [-2.02546, -2.20336, -0.13431], [-3.02102, -1.25591, -0.66249], [-1.74034, 1.05800, 1.86146], [-1.56638, 2.32640, 2.39212], [1.94334, -1.71476, -1.43222], [2.41746, -3.02239, -2.16247], [1.03315, -3.90429, 3.69543], [0.89217, -3.35792, 2.35321], [-3.56612, -2.48142, -2.82526], [-4.31300, -3.81912, -3.21570], [1.65350, 0.30657, 3.00424], [0.96605, -0.40028, 1.78323], [0.37287, 5.50055, 0.04622], [0.73084, 4.26595, -0.62407], [5.16173, -0.90759, 0.18867], [5.37635, -2.36163, -0.19791], [1.91320, 2.57021, 0.46981], [1.55663, 1.63807, -0.51697], [2.47167, 0.52338, -2.09307], [1.70101, 1.91743, -2.37228], [-3.71608, 1.37534, 1.82427], [-4.50504, 0.03239, 1.41394], [0.50505, -0.54765, -0.57269], [-1.60561, 2.28183, -0.95619], [-2.35168, -1.34880, 0.01703], [-1.91074, 1.96928, 1.62540], [1.89308, -2.73123, -1.41801], [0.83134, -3.04957, 3.24069], [-3.83412, -3.38160, -2.50298], [0.85702, 0.10540, 2.63591], [0.63242, 5.22142, -0.81093], [4.77177, -1.59810, -0.27855], [1.41588, 1.81515, 0.42024], [2.45301, 1.43181, -1.87565], [-3.68561, 0.64151, 1.25180]],
  "lowdin_charge": [-0.0190, 0.0854, -0.0277, 0.0422, 0.0244, 0.0390, 0.0641, 0.0389, 0.0301, 0.0160, 0.0559, 0.0061, 0.0540, 0.0339, -0.0285, 0.0457, 0.0109, 0.0193, -0.0066, 0.0544, -0.0166, -0.0481, 0.0229, 0.1342, 0.0024, 0.1116, -0.0572, -0.0812, -0.0162, -0.0396, -0.0999, -0.0602, -0.0784, -0.0420, -0.0495, -0.0368, -0.0414, -0.0360, -0.1067]
}

{
  "formula": "C21H22BF14N8Pt",
  "method": "wB97M-V/def2-TZVPD",
  "homo_ev": [-10.8, -10.8],
  "spin_multiplicity": 1,
  "lumo_ha": [-0.1703, -0.1702],
  "charge": 1,
  "orbital_gap_ha": [0.2258, 0.2258],
  "symbols": ["Pt", "C", "N", "C", "C", "N", "C", "C", "F", "C", "F", "C", "F", "C", "F", "C", "F", "C", "C", "N", "C", "C", "F", "C", "F", "C", "F", "C", "F", "C", "F", "H", "H", "H", "H", "H", "H", "H", "H", "H", "H", "H", "C", "N", "C", "C", "N", "N", "C", "N", "N", "H", "H", "H", "H", "H", "H", "H", "H", "H", "H", "H", "F", "B", "F", "F", "F"],
  "xyz": [[0.44772, -0.25446, 0.12897], [3.20430, -1.25423, -0.64925], [2.60771, -0.39390, 0.39685], [3.18851, 0.96145, 0.41065], [2.15380, 2.00022, 0.75151], [1.00379, 1.71781, -0.06183], [0.03197, 2.66314, -0.34891], [-0.33995, 3.68782, 0.53311], [0.27263, 3.77526, 1.71451], [-1.36926, 4.56370, 0.26414], [-1.70474, 5.49764, 1.14536], [-2.06627, 4.46210, -0.92588], [-3.05977, 5.29117, -1.18576], [-1.70600, 3.49112, -1.84327], [-2.34232, 3.40423, -3.00783], [-0.67810, 2.62101, -1.55640], [-0.30256, 1.76813, -2.50735], [2.71455, -1.07405, 1.68932], [1.91757, -0.35199, 2.71526], [0.55485, -0.23297, 2.23674], [-0.42955, -0.06407, 3.20741], [-1.76152, -0.46189, 3.05156], [-2.13281, -1.08194, 1.92210], [-2.72709, -0.33808, 4.02691], [-3.95903, -0.79536, 3.78649], [-2.42711, 0.24877, 5.23328], [-3.35439, 0.39832, 6.17251], [-1.13600, 0.68041, 5.43599], [-0.81167, 1.26672, 6.58158], [-0.17245, 0.51173, 4.45967], [1.04770, 1.00955, 4.72401], [4.22805, -1.52074, -0.38080], [2.61418, -2.16454, -0.75385], [3.22536, -0.72334, -1.60006], [4.02658, 1.02130, 1.10770], [3.57205, 1.17968, -0.58420], [1.92397, 2.01104, 1.81582], [2.54408, 2.99103, 0.51225], [2.32036, -2.08333, 1.56281], [3.75720, -1.14816, 2.01088], [1.95955, -0.93889, 3.63384], [2.36714, 0.61610, 2.95338], [-1.24190, -1.48826, -4.95437], [-0.17968, -1.42313, -3.94825], [1.18688, -1.58136, -4.42941], [-0.38792, -1.11767, -2.66627], [0.54975, -0.70552, -1.87567], [-1.67729, -1.28496, -2.20621], [-2.13383, -0.85624, -1.00145], [-3.24882, -1.43815, -0.57599], [-1.55287, 0.18895, -0.42368], [-1.34006, -2.49837, -5.35278], [-0.98967, -0.81642, -5.77437], [-2.19185, -1.16122, -4.54479], [1.15375, -2.05246, -5.40698], [1.74996, -2.22604, -3.75273], [1.69406, -0.61628, -4.53419], [1.45030, -0.61285, -2.31540], [-2.14949, -2.09355, -2.58056], [-3.47176, -2.36266, -0.91759], [-3.53729, -1.25373, 0.37159], [-2.06673, 0.51442, 0.38140], [-1.41418, -3.73090, -1.11387], [-0.16041, -3.67655, -0.47175], [0.08348, -4.75112, 0.32473], [0.85956, -3.45457, -1.41542], [-0.18702, -2.45889, 0.40477]],
  "lowdin_charge": [1.5521, -0.0394, -0.2819, -0.1361, -0.2146, -0.0838, -0.1765, -0.1347, 0.1245, -0.1374, 0.1485, -0.1324, 0.1617, -0.1402, 0.1379, -0.1805, 0.1057, -0.1767, -0.2364, -0.1063, -0.1478, -0.1476, 0.0568, -0.1399, 0.1299, -0.1423, 0.1476, -0.1389, 0.1477, -0.1336, 0.0943, 0.1184, 0.0853, 0.0868, 0.1470, 0.1311, 0.0960, 0.1509, 0.1379, 0.1472, 0.1471, 0.1031, -0.0043, -0.1107, -0.0088, -0.4005, 0.0252, 0.1780, -0.4541, 0.2444, 0.0292, 0.1051, 0.1040, 0.0910, 0.1028, 0.0991, 0.1054, 0.0532, 0.1576, 0.1371, 0.1210, 0.0877, 0.1159, -1.1735, 0.1920, 0.1064, -0.0333]
}

{
  "formula": "C5H6O2",
  "method": "wB97M-V/def2-TZVPD",
  "homo_ev": -9.9,
  "spin_multiplicity": 1,
  "lumo_ha": 0.0151,
  "smiles": "C=C=C(C=O)CO",
  "orbital_gap_ha": 0.3803,
  "symbols": ["C", "C", "C", "C", "O", "C", "O", "H", "H", "H", "H", "H", "H"],
  "xyz": [[-1.68834, -1.18673, 1.63566], [-0.68858, -0.71701, 0.94103], [0.08889, -0.08140, 0.09480], [-0.73968, 0.62405, -0.91982], [-0.43287, 1.68732, -1.41533], [1.59006, 0.17711, 0.12671], [2.08618, 0.52111, -1.14160], [-2.19918, -0.54829, 2.35323], [-2.05121, -2.20233, 1.50857], [-1.69608, 0.12107, -1.15920], [1.81909, 0.95360, 0.87225], [2.11587, -0.73271, 0.43016], [1.60472, 1.31497, -1.42291]],
  "lowdin_charge": [0.0386, -0.0407, -0.1692, -0.2089, 0.0524, -0.2110, -0.0592, 0.0717, 0.0675, 0.1318, 0.1279, 0.1270, 0.0721]
}

| no. | total energy (a.u.) |
| --- | --- |
| 1 | -264.56459 |
| 2 | -544.35733 |
| 3 | -2680.87822 |
| 4 | -993.59630 |
| 5 | -2793.71019 |
| 6 | -344.51911 |